ORCA calculation (ωB97M-V with the def2-TZVPD basis set) on a molecular structure, C3H2AgFO at a distorted geometry.

Computed properties:
<S²>: 0.754
LUMO level (spin up / spin down) in eV: 4.09 / 4.07
Kohn-Sham gap (spin up / spin down) in eV: 5.433 / 7.923
E_HOMO (spin up / spin down) in eV: -1.3 / -3.9

```
! wB97M-V def2-TZVPD RIJCOSX def2/J DEFGRID3
* xyz -1 2
H -1.24260 0.50313 -1.25795
O 0.38152 1.16923 0.13771
C -0.99513 0.15790 -0.24644
C -0.03885 -0.88352 -0.02950
C 1.01667 -0.03280 0.36394
F -2.11390 0.25456 0.53406
H -0.17748 -1.92864 0.23918
Ag 3.16976 0.76015 0.25901
*
```



ORCA calculation (ωB97M-V with the def2-TZVPD basis set) on a molecular structure, C17H13BrIN2O3Pd.

Computed properties:
LUMO level in eV: 2.43
Kohn-Sham gap in eV: 6.670
E_HOMO in eV: -4.2

```
! wB97M-V def2-TZVPD RIJCOSX def2/J DEFGRID3
* xyz -1 1
Pd -1.33855 -0.92568 -2.08761
O -0.17051 -2.62503 -1.91570
C 0.61736 -2.83325 -0.90892
C 0.78181 -4.15411 -0.42800
C 1.62860 -4.45111 0.61247
C 2.37127 -3.44938 1.23602
C 2.23661 -2.15292 0.78664
C 1.38860 -1.81790 -0.27081
C 1.31661 -0.42780 -0.71246
N 0.51920 0.11489 -1.62281
C 0.81144 1.45458 -1.68663
C 1.80359 1.74193 -0.80959
N 2.12479 0.54383 -0.21648
H 0.19334 -4.92511 -0.90899
H 1.70924 -5.47573 0.95875
H 3.01709 -3.67445 2.07400
H 2.79162 -1.38001 1.30385
H 0.28678 2.11502 -2.35494
H 2.29016 2.66301 -0.54626
H 2.75397 0.42301 0.55648
I -3.40174 -1.14912 -3.80825
C -2.60795 0.45378 -2.58415
H -3.39936 0.76807 -1.91019
H -2.28948 1.25183 -3.25402
Br 1.18280 0.87791 2.99695
C -0.16497 1.78521 1.99611
C -0.04699 3.17091 1.99030
C -0.96207 3.94426 1.29749
C -1.98904 3.32156 0.60210
C -2.07450 1.94148 0.60732
C -1.17533 1.13020 1.30031
C -1.42359 -0.40201 1.25787
O -1.03178 -1.05090 2.22842
O -2.06715 -0.79527 0.24741
H 0.76232 3.63447 2.53889
H -0.87028 5.02333 1.30552
H -2.71647 3.91009 0.05603
H -2.85742 1.42039 0.07288
*
```



ORCA calculation (ωB97M-V with the def2-TZVPD basis set) on a molecular structure, C18H26CoN6O2SSi.

Computed properties:
LUMO level (spin up / spin down) in eV: -3.39 / -3.39
Kohn-Sham gap (spin up / spin down) in eV: 7.335 / 7.335
E_HOMO (spin up / spin down) in eV: -10.7 / -10.7

```
! wB97M-V def2-TZVPD RIJCOSX def2/J DEFGRID3
* xyz 1 1
Co -0.90983 -0.38458 -0.96560
N -0.17781 3.15481 -3.15776
C -0.24546 2.08548 -2.35031
S -1.29570 0.78113 -2.81607
N 0.49067 2.10215 -1.26395
N 0.31453 0.99158 -0.51388
C 1.05659 0.79139 0.52416
C 2.13962 1.69264 0.96346
C 2.08914 2.27002 2.23040
C 3.10265 3.11772 2.65045
C 4.17578 3.38171 1.81193
C 4.22880 2.80770 0.54891
C 3.21073 1.97285 0.11945
C 0.73749 -0.45201 1.24364
C 1.43036 -0.90715 2.35706
C 1.04373 -2.09655 2.95136
C -0.01801 -2.80958 2.41823
C -0.64605 -2.30747 1.29386
N -0.28005 -1.16509 0.71671
H -0.63537 3.14672 -4.05062
H 0.48608 3.88082 -2.94635
H 1.24481 2.07587 2.88191
H 3.05191 3.57280 3.63050
H 4.96968 4.03890 2.14094
H 5.06325 3.01718 -0.10699
H 3.24204 1.53613 -0.86957
H 2.26156 -0.33575 2.74154
H 1.56989 -2.46367 3.82222
H -0.35420 -3.73857 2.85524
H -1.47305 -2.83542 0.83814
C 2.42713 -3.63162 -2.54059
O 1.00553 -3.84560 -2.39199
C 0.30318 -2.77955 -2.06175
O 0.74846 -1.66555 -1.85584
N -1.02586 -3.08258 -1.94302
N -1.91008 -2.00705 -1.72461
H 2.81661 -4.56702 -2.92498
H 2.86623 -3.40019 -1.57287
H 2.61082 -2.81800 -3.23702
H -1.38569 -3.94584 -2.31891
H -2.68135 -2.32273 -1.14618
H -2.29180 -1.68440 -2.61240
C -3.60150 1.88433 -0.73405
Si -2.76151 0.45082 0.11890
C -4.03483 -0.93091 0.33103
C -2.22892 1.01146 1.83194
H -4.45583 2.21105 -0.13288
H -3.95951 1.62791 -1.72967
H -2.91801 2.72951 -0.83510
H -4.76544 -0.57325 1.06192
H -3.64699 -1.87040 0.73503
H -4.58776 -1.13942 -0.58873
H -3.07771 1.48583 2.33260
H -1.42800 1.75218 1.77521
H -1.89097 0.18926 2.46502
*
```



Computed values of energy relative to the best compared isomer or geometry (same formula, charge and spin) (unit: eV) for the preceding records, in sequence: 0.801 0.933 0.000.